Entry 1:
Molecular formula: C20H38CuN4OSiTa
Method: DFT, the ωB97M-V functional and the def2-TZVPD basis

Geometry as XYZ:
```
66
Properties=species:S:1:pos:R:3:forces:R:3
Cu 2.8363 -2.5976 -2.3330 -0.324 -2.667 -1.341
H 0.2249 -4.6729 -2.4230 0.231 0.331 -0.238
Ta 0.4388 0.0247 -0.7425 -2.992 0.610 1.795
C -2.6304 -0.7364 3.7011 0.297 0.097 -0.194
H 1.4605 2.6271 3.3703 -0.158 -0.337 0.091
H 1.5259 4.6577 -0.6561 0.134 -0.368 -0.223
H -4.7276 -1.0014 3.2817 0.306 0.076 -0.180
C -1.6171 -1.0353 -2.4728 -0.152 -0.481 -0.337
H -1.5915 0.0436 -2.6431 0.122 -0.106 0.093
H -2.3858 -3.5470 -2.3162 0.003 0.032 0.242
H -2.7409 -0.9383 4.7695 0.039 0.055 -0.395
H 3.3961 0.7909 0.6587 0.269 0.217 0.221
H 2.7700 -1.2209 3.7119 -0.236 -0.102 -0.253
C -0.5155 -2.9758 -1.3304 0.112 0.826 0.231
H -0.6337 4.2642 0.4708 -0.075 -0.416 -0.014
H -1.6200 2.8197 0.1091 0.199 0.114 0.037
H 3.8943 0.9116 2.3453 -0.333 0.081 -0.103
H -0.0978 4.1292 -3.1312 -0.195 -0.017 0.215
C -0.5932 3.2070 0.1650 -0.216 0.253 0.346
N 0.1237 1.7240 -1.6395 0.663 -0.924 -0.319
C -1.9102 -3.6110 -1.3313 -0.111 -0.412 -0.113
H -0.3967 -2.8829 0.8431 0.213 -0.040 -0.260
H -0.0537 2.6556 0.9462 -0.092 0.144 -0.182
H -2.2520 0.1841 -0.0635 -0.170 -0.187 0.539
H 2.0318 3.6388 -2.0392 0.032 0.150 0.358
H 2.3227 -1.9471 2.1445 -0.014 0.045 0.208
N 2.3668 -0.0736 -1.0552 1.581 -2.795 -1.526
N -0.5969 -1.4864 -1.4959 0.147 0.625 -0.366
C -3.6091 -0.4833 1.5041 0.531 0.218 -0.142
H 1.3104 -3.2799 -2.5801 0.181 0.084 -0.041
C 0.5532 1.5375 -3.0715 -0.603 0.395 0.314
H -2.5638 -3.1645 -0.5741 0.186 0.008 -0.132
H 2.1210 2.9961 -0.3701 -0.130 0.183 -0.163
C 0.0978 3.1362 -1.1826 -0.019 0.447 -0.034
H -0.2401 -3.2800 -3.4553 0.390 -0.135 0.019
C 1.0496 1.6391 3.6306 -0.255 -0.018 0.058
H -1.4419 -1.5296 -3.4374 -0.223 0.198 0.061
H -4.4615 -0.5189 0.8255 0.132 0.115 0.295
H -2.6341 -1.2752 -2.1300 0.339 0.043 -0.033
C 0.1663 -3.2902 -0.0092 -0.071 -0.530 0.112
C -1.2157 -0.1659 1.8117 0.175 -0.170 0.271
H 1.2067 -2.9339 0.0324 -0.013 0.123 0.028
C 1.5416 3.6309 -1.0565 0.053 0.130 0.057
H 0.9715 0.5309 -3.2395 -0.132 0.106 -0.033
H 1.4859 1.3421 4.5969 -0.153 0.113 -0.200
Si 1.5313 0.3803 2.3295 -0.117 0.551 0.901
H 1.1047 -1.8006 3.4374 0.311 -0.008 -0.135
C -0.6499 4.0235 -2.1877 -0.063 0.029 0.032
H 3.0028 2.2590 1.5925 0.048 -0.322 -0.013
C -3.7478 -0.7630 2.8640 0.008 -0.097 -0.014
H -0.3168 1.6689 -3.7370 0.399 -0.098 0.176
H -0.7559 5.0289 -1.7489 -0.002 -0.389 -0.241
O 4.2016 -1.4963 -1.5729 -2.320 -0.255 -0.493
C 0.2370 -3.5769 -2.5166 -1.121 -0.609 0.140
H 0.2020 -4.3871 0.0971 0.099 0.396 0.131
H -1.8061 -4.6815 -1.1004 -0.070 0.317 -0.020
C 1.9644 -1.3083 2.9645 0.022 -0.186 0.181
H -0.0348 1.7337 3.7559 0.264 0.092 0.100
C 3.0879 1.1648 1.6367 -0.045 -0.114 -0.662
H -0.4897 -0.4631 3.8483 -0.477 -0.055 -0.248
H -1.6504 3.6217 -2.3926 0.163 0.158 0.022
N 0.0795 0.0886 1.2139 0.745 0.355 -1.484
H 1.3291 2.2744 -3.3374 -0.262 -0.450 0.146
C -2.3501 -0.1335 0.9899 -0.235 -0.175 0.141
C -1.3576 -0.4600 3.1840 -0.325 -0.040 -0.329
C 3.0517 -1.0162 -1.4593 3.310 4.783 2.901
```
Positions in Å, forces in eV/Å.

Total charge ... +2
DFT total energy ... -3065.60482 hartree

Atomic partial charges in e from the Löwdin method, atoms 1 to 2: 0.7414 0.1275



Entry 2:
Molecular formula: C43H58N4P
Method: DFT, the ωB97M-V functional and the def2-TZVPD basis

Geometry as XYZ:
```
106
Properties=species:S:1:pos:R:3:forces:R:3
C 0.9960 -5.1649 -2.3531 0.190 -0.165 0.123
H -1.8015 3.6407 -2.2249 0.197 0.443 0.257
C 2.5826 1.5202 -3.2986 0.320 0.174 -0.054
H -2.0345 -6.1077 1.4898 0.104 -0.002 0.082
H -2.3753 -5.0726 4.6981 -0.064 0.241 -0.063
H 2.1271 -5.6122 2.5467 -0.016 -0.040 0.050
C -2.5646 0.3388 3.0243 -0.103 0.187 -0.117
C 3.8425 1.3961 -3.8519 -0.560 -0.068 0.430
C 0.8535 -2.1504 -3.2193 0.220 0.063 0.062
H 0.9226 -6.0799 3.7630 0.039 -0.056 -0.139
H -3.6158 -2.5083 1.7061 0.226 0.003 -0.035
N -1.4023 7.5171 0.1701 -0.118 -0.418 -0.096
C 1.2072 -6.3256 -0.2368 -0.004 0.198 -0.342
C 1.4827 -6.2367 -1.6023 0.007 0.016 0.037
C 6.3389 3.1180 -5.9164 -0.008 0.707 -0.060
H 4.5352 4.6999 -4.4452 -0.179 -0.162 0.074
H -3.4183 -3.9735 3.7661 0.114 -0.017 0.070
H -0.0855 8.5398 1.5042 -0.156 -0.058 0.067
H -3.2575 -3.7745 5.5198 0.052 -0.056 -0.161
C -2.2795 -0.9427 5.5145 -0.097 0.348 -0.234
C -2.5816 -2.5383 1.3808 -0.177 -0.853 -1.089
H 7.1132 2.5192 -6.4140 -0.262 0.136 0.110
H -0.9044 2.0541 1.7125 -0.094 0.053 -0.039
H -2.5311 -4.1683 -0.0746 0.119 0.152 0.119
H -0.7907 7.0162 2.1207 -0.086 0.300 -0.241
C -1.1384 -6.4629 2.0070 -0.350 -0.139 -0.270
H -1.7988 8.4854 1.9700 0.188 -0.222 -0.150
C 1.0911 5.0649 -1.0542 -0.071 -0.214 -0.330
H 5.5228 3.3064 -6.6307 0.302 -0.087 0.273
H -2.7359 5.7716 -1.3227 0.625 -0.196 0.132
C 0.0541 -5.5212 1.8603 0.366 0.280 -0.166
H -0.8796 -7.4478 1.5957 -0.079 0.152 0.055
H 1.9997 0.6299 -3.0515 0.235 0.203 -0.023
C -0.2651 -2.9716 -2.5809 0.154 -0.190 0.401
C -1.9109 -1.6193 4.3494 -0.071 -0.273 0.151
C -1.6605 5.5511 -1.2342 -0.317 0.116 0.004
H -4.9014 0.4286 1.5107 0.056 0.106 0.024
C -1.2309 -3.4642 -3.6582 -0.116 -0.150 0.041
H 1.1453 -5.1487 -3.4374 0.007 -0.006 0.385
H -1.4177 9.3679 -0.8630 -0.117 -0.278 0.013
H 1.5498 -1.7789 -2.4587 -0.043 -0.046 -0.043
H 2.3884 4.9534 -3.2436 0.100 -0.281 -0.182
C -2.7136 -4.0320 4.6011 -0.449 0.014 -0.088
H 2.1726 4.9002 -1.0270 -0.432 0.021 0.140
C 1.1777 -6.1298 2.6991 0.218 0.166 0.080
C -2.9666 0.9752 4.2001 0.116 -0.030 0.252
H -3.4370 1.9632 4.1485 0.227 -0.347 0.051
C 2.0230 2.8104 -3.0054 0.029 0.025 0.213
C -0.8380 6.4371 -0.4868 0.260 -0.049 -0.012
H 6.7898 4.0826 -5.6337 -0.020 -0.155 -0.112
H -3.0410 0.8844 6.3612 -0.033 -0.153 -0.326
C 3.9859 3.8204 -4.1149 -0.824 0.080 0.147
C -1.9816 -0.9349 3.1199 -0.397 -0.546 -0.247
H 7.4664 1.0419 -4.6893 -0.216 0.028 0.203
C -2.7827 0.3582 5.4392 0.047 -0.050 0.011
H -0.1794 -4.3739 5.5720 -0.080 0.127 0.057
H -2.9133 8.9485 -0.0089 0.052 -0.129 -0.226
C 0.7853 2.9171 -2.3188 0.759 0.631 -0.387
P -0.0946 -1.7189 1.1200 -2.125 -0.555 -0.809
N 5.8490 2.3792 -4.7726 -0.677 -0.149 -0.039
H -1.3825 -6.6030 3.0688 0.043 0.074 -0.242
H 4.2825 0.4076 -3.9889 -0.193 0.291 -0.058
H -1.6724 -2.6151 -4.1917 0.105 -0.103 0.034
C -1.5156 -3.0997 4.4419 0.293 0.362 -0.053
C -1.1482 4.3813 -1.7412 0.487 -0.441 -0.334
H 0.4460 -1.2888 -3.7629 0.024 -0.159 -0.013
H -2.1881 -1.4415 6.4825 -0.077 0.238 -0.328
H -0.2161 -4.5358 2.2607 0.110 -0.272 -0.066
C -2.0910 8.5305 -0.6020 -0.308 0.166 -0.120
C 4.5697 2.5391 -4.2882 0.507 -0.237 0.550
H -2.0513 -4.0421 -3.2224 0.106 0.030 -0.040
H 1.1909 6.8548 0.1372 -0.098 -0.226 -0.093
H -0.7194 -4.1013 -4.3881 -0.086 0.089 0.063
N -1.6610 -1.6406 1.8952 0.907 0.771 1.376
C 0.4862 -5.3145 0.4009 -0.122 -0.171 0.198
H 0.1777 2.0154 -2.2321 0.001 0.106 -0.206
H -2.2807 3.0302 2.2435 0.064 -0.043 -0.170
C -1.9605 2.2720 1.5176 0.198 0.001 0.113
H 1.4286 -2.7703 -3.9188 -0.084 0.178 0.054
C 2.7795 3.9551 -3.4375 0.411 -0.229 -0.424
C -2.0326 -3.3787 0.4773 -1.155 0.590 0.487
H -4.4324 1.7367 0.4210 0.042 0.011 0.144
C 0.1220 -4.1732 -0.3435 -0.742 -0.145 0.229
H 1.3084 -7.1859 2.4329 0.065 0.190 0.160
H -0.9883 -3.3513 3.5133 -0.095 0.049 0.275
N -0.6820 -3.1415 0.2831 1.768 -0.467 0.019
C 0.3089 -4.1190 -1.7347 0.003 0.103 -0.196
H 0.2146 -2.6478 5.6964 -0.006 -0.061 0.035
H 1.5396 -7.1952 0.3351 -0.106 0.278 -0.276
H -2.4955 0.2883 0.9056 0.008 0.070 -0.025
H 6.3445 0.9799 -3.2878 0.274 0.202 -0.222
H -1.1876 -3.3077 6.5677 0.226 -0.061 -0.104
H 2.0716 -7.0226 -2.0800 -0.266 0.212 0.066
C 0.2623 4.1154 -1.7326 -0.249 0.455 0.561
H -2.4821 8.0933 -1.5295 0.054 0.223 0.277
H -4.6522 2.0596 2.1558 0.011 -0.069 -0.120
C 0.5521 6.1636 -0.4096 -0.301 -0.238 0.053
C -0.9885 7.9073 1.5057 0.579 0.007 0.013
C -4.2844 1.3287 1.4272 -0.131 -0.137 0.075
H -0.5221 -0.8218 0.0370 0.498 0.232 0.037
H -2.0429 2.6895 0.5071 -0.061 -0.004 0.150
H 7.5164 2.3217 -3.4622 -0.329 -0.132 -0.158
C -2.8093 1.0091 1.6638 0.235 -0.263 0.282
H -0.8237 -2.3320 -1.8932 0.038 0.038 -0.072
C 6.8413 1.6393 -4.0118 0.100 -0.427 0.053
C -0.6054 -3.3671 5.6400 0.262 0.085 -0.012
```
Positions in Å, forces in eV/Å.

Total charge ... +1
ΔE to the lowest compared entry with this formula, charge and spin ... 12.62 kJ/mol
DFT total energy ... -2233.41862 hartree

Atomic partial charges in e from the Löwdin method, atoms 1 to 2: -0.0384 0.1298



Number 1: M 623.1 g/mol, frontier orbital gap 5.43 eV. Number 2: M 661.9 g/mol, frontier orbital gap 3.65 eV.